Density functional theory data (ωB97M-V/def2-TZVPD) for 2 unconnected molecules or ions with the total composition C2H8NO.

Structure (XYZ):
```
12
Properties=species:S:1:pos:R:3:forces:R:3:nbo_charge:R:1
O -2.308985 0.002376 0.610505 -0.115 -0.060 0.087 -1.36
H -3.087581 0.565887 0.532924 0.112 -0.108 -0.043 0.40
C 0.246644 1.056639 -0.428438 0.196 0.000 -0.211 -0.41
N 0.116672 -0.369567 -0.632576 -0.202 -0.193 0.303 -0.68
C 1.082188 -1.093227 0.167993 -0.053 0.041 0.041 -0.41
H 1.240188 1.404565 -0.755996 -0.200 0.117 -0.057 0.14
H 0.078707 1.332210 0.621612 0.107 0.067 0.037 0.17
H -0.562396 1.505709 -0.999637 0.170 0.386 -0.054 0.21
H -0.850020 -0.509354 -0.263315 0.056 -0.212 -0.083 0.45
H 1.173368 -0.692484 1.198148 0.051 -0.058 -0.122 0.15
H 0.794539 -2.142805 0.257216 -0.013 -0.018 -0.065 0.18
H 2.076675 -1.059949 -0.308438 -0.109 0.036 0.169 0.15
```
Forces are in eV/Å.

Computed properties:
Net charge: -1
Maximum force in eV/Å: 0.4
Electronic energy in Eh: -210.964805
Relative energy (zero: lowest compared OMol25 entry of this formula, charge and spin) in kJ/mol: 51.04
E_LUMO in hartree: 0.166
Multiplicity: 1

---

Density functional theory data (ωB97M-V/def2-TZVPD) for 2 unconnected molecules or ions with the total composition C2H8NO.

Structure (XYZ):
```
12
Properties=species:S:1:pos:R:3:forces:R:3:nbo_charge:R:1
O -0.622299 -2.015029 0.880248 0.035 0.099 0.014 -1.35
H -1.525074 -1.835992 1.165086 -0.009 -0.044 0.056 0.39
C -0.711212 1.334673 0.158343 -0.434 0.196 0.585 -0.62
C 0.368917 0.940409 -0.822744 0.097 -0.139 0.002 -0.20
N 1.183162 -0.162369 -0.307526 0.227 0.176 -0.024 -0.89
H -0.264991 1.571478 1.132960 0.011 -0.173 -0.094 0.19
H -1.287221 2.221696 -0.117550 0.128 0.115 -0.344 0.17
H -1.426039 0.523770 0.315808 0.252 -0.121 0.006 0.24
H -0.072750 0.668871 -1.781548 -0.257 -0.022 -0.179 0.15
H 0.997818 1.808672 -1.031529 0.162 0.200 0.001 0.14
H 0.672167 -0.618250 0.460823 -0.315 -0.246 -0.027 0.43
H 1.168890 -0.906148 -0.993291 0.102 -0.042 0.005 0.35
```
Forces are in eV/Å.

Computed properties:
Net charge: -1
Maximum force in eV/Å: 0.8
Electronic energy in Eh: -210.972542
Relative energy (zero: lowest compared OMol25 entry of this formula, charge and spin) in kJ/mol: 30.73
E_LUMO in hartree: 0.161
Multiplicity: 1

---

Density functional theory data (ωB97M-V/def2-TZVPD) for 2 unconnected molecules or ions with the total composition C2H8NO in a non-equilibrium geometry.

Structure (XYZ):
```
12
Properties=species:S:1:pos:R:3:forces:R:3:nbo_charge:R:1
C -1.220478 -0.316235 -0.209559 0.251 -0.363 -1.290 -0.07
C -1.884172 0.641142 -0.823454 -0.227 0.721 0.807 -0.33
N 0.220559 -0.511062 -0.528538 -0.290 -0.239 0.686 -0.71
H -1.564058 -1.093177 0.453977 -0.353 0.093 -0.005 0.24
H -2.930755 0.841760 -0.638834 -0.058 -0.387 0.158 0.25
H -1.416555 1.454605 -1.369038 0.271 -0.431 -0.387 0.22
H 0.707315 -0.499425 0.396160 0.807 0.281 -0.592 0.49
H 0.468775 -1.368721 -1.026065 -0.493 -0.439 0.352 0.44
H 0.571442 0.189694 -1.166760 0.167 0.778 0.220 0.44
H 2.589854 -0.363122 2.141499 -0.104 0.286 -0.213 0.51
H 2.338677 0.984973 1.375008 0.090 -0.420 0.266 0.50
O 2.119398 0.039566 1.395602 -0.062 0.119 -0.001 -0.98
```
Forces are in eV/Å.

Computed properties:
Net charge: +1
Maximum force in eV/Å: 1.4
Electronic energy in Eh: -210.721139
Relative energy (zero: lowest compared OMol25 entry of this formula, charge and spin) in kJ/mol: 83.93
E_LUMO in hartree: -0.127
Multiplicity: 1

---

Density functional theory data (ωB97M-V/def2-TZVPD) for 2 unconnected molecules or ions with the total composition C2H8NO in a non-equilibrium geometry.

Structure (XYZ):
```
12
Properties=species:S:1:pos:R:3:forces:R:3:nbo_charge:R:1
N 1.734282 1.306583 -0.810000 0.700 1.057 -1.380 -0.87
H 2.644335 1.073358 -0.405444 -0.180 0.015 0.161 0.46
H 1.330049 2.136958 -0.369429 -0.435 -0.709 0.823 0.46
H 1.154632 0.459046 -0.908109 -0.546 0.052 0.826 0.49
H 1.898251 1.703988 -1.742468 0.306 -0.537 -0.207 0.44
C -2.119142 -0.943919 0.420637 -0.980 -0.027 1.366 -0.45
C -0.965883 -0.606090 0.982785 0.406 -0.065 -1.452 0.09
O 0.247064 -0.846761 0.268738 -0.165 -0.896 0.575 -0.79
H -3.057143 -0.556728 0.804885 0.216 -0.105 0.670 0.23
H -2.347463 -1.769298 -0.243608 0.857 0.460 -0.899 0.23
H -0.736669 -0.164759 1.943133 -0.541 0.618 -0.221 0.21
H 0.217688 -1.792373 0.058877 0.362 0.137 -0.262 0.50
```
Forces are in eV/Å.

Computed properties:
Net charge: +1
Maximum force in eV/Å: 1.9
Electronic energy in Eh: -210.693622
Relative energy (zero: lowest compared OMol25 entry of this formula, charge and spin) in kJ/mol: 156.18
E_LUMO in hartree: -0.149
Multiplicity: 1

---

Density functional theory data (ωB97M-V/def2-TZVPD) for 2 unconnected molecules or ions with the total composition C2H8NO2 in a non-equilibrium geometry.

Structure (XYZ):
```
13
Properties=species:S:1:pos:R:3:forces:R:3:nbo_charge:R:1
C -0.411614 0.491313 -1.222058 0.437 1.147 0.097 -0.40
N 0.408731 0.498318 -0.023880 -0.368 -0.285 0.324 -0.76
C 1.174248 -0.853509 0.198187 -0.077 0.755 0.661 0.17
O 0.885991 -1.739825 -0.710260 0.194 -0.246 -0.043 -0.91
H 0.206757 0.524464 -2.130236 -0.324 -0.387 -0.203 0.16
H -1.053827 1.389743 -1.246787 0.138 -0.110 0.157 0.16
H -1.069636 -0.364419 -1.215341 0.066 -0.346 -0.264 0.20
H 0.925833 1.359364 0.085459 0.400 -0.223 -0.281 0.33
H 0.873766 -1.115441 1.257609 -0.026 -0.166 -0.189 0.04
H 2.263040 -0.550771 0.339501 -0.102 -0.001 -0.396 0.03
H -0.967373 0.711905 1.846427 0.451 -0.187 -0.645 0.48
H -1.505027 -0.493424 1.068008 0.484 0.262 -0.030 0.49
O -1.730890 0.142281 1.753371 -1.273 -0.212 0.812 -0.98
```
Forces are in eV/Å.

Computed properties:
Net charge: -1
Maximum force in eV/Å: 1.5
Electronic energy in Eh: -286.207800
Relative energy (zero: lowest compared OMol25 entry of this formula, charge and spin) in kJ/mol: 103.62
E_LUMO in hartree: 0.163
Multiplicity: 1

---

Density functional theory data (ωB97M-V/def2-TZVPD) for 2 unconnected molecules or ions with the total composition C2H8NO2.

Structure (XYZ):
```
13
Properties=species:S:1:pos:R:3:forces:R:3:nbo_charge:R:1
C -1.719731 0.420360 1.624161 0.558 -0.093 -0.310 -0.23
O -1.783246 -0.731807 0.839924 -0.146 0.119 0.097 -0.81
H -2.435233 1.175389 1.273551 -0.033 0.142 0.112 0.13
H -1.917643 0.200830 2.671898 -0.341 -0.082 0.347 0.13
H -0.709543 0.870302 1.629266 -0.199 -0.047 -0.253 0.16
N 2.108568 0.417183 -1.241070 0.210 -0.135 -0.037 -0.90
C 0.837640 -0.360792 -1.381847 0.027 0.057 0.000 0.13
O 0.461992 -1.003133 -0.265401 -0.026 -0.091 0.080 -0.93
H 2.062320 0.798002 -0.295555 0.028 -0.027 -0.099 0.34
H 2.843418 -0.290032 -1.195182 -0.069 0.205 0.150 0.33
H 0.095440 0.374804 -1.749790 -0.143 0.060 0.026 0.08
H 1.044674 -1.036832 -2.240702 -0.055 -0.044 -0.082 0.07
H -0.888652 -0.834272 0.330742 0.189 -0.064 -0.031 0.52
```
Forces are in eV/Å.

Computed properties:
Net charge: -1
Maximum force in eV/Å: 0.6
Electronic energy in Eh: -286.234672
Relative energy (zero: lowest compared OMol25 entry of this formula, charge and spin) in kJ/mol: 33.07
E_LUMO in hartree: 0.162
Multiplicity: 1

---

Density functional theory data (ωB97M-V/def2-TZVPD) for 2 unconnected molecules or ions with the total composition C2H8NO2.

Structure (XYZ):
```
13
Properties=species:S:1:pos:R:3:forces:R:3:nbo_charge:R:1
C -0.965144 -0.163063 0.265503 0.054 -0.012 -0.456 -0.04
O -0.120485 0.809355 0.692622 -0.278 0.024 -0.432 -0.92
C -0.496335 -0.807285 -1.104454 0.506 0.411 0.102 -0.24
N 0.579787 -0.038043 -1.753697 -0.041 -0.108 -0.065 -0.85
H -1.072686 -1.030952 0.950705 -0.168 0.188 0.228 0.10
H -1.979072 0.260159 0.080188 -0.093 -0.244 0.119 0.09
H -0.098365 -1.815620 -0.948980 -0.154 -0.032 0.042 0.15
H -1.325428 -0.864110 -1.812512 -0.105 -0.184 0.021 0.15
H 0.198951 0.885865 -1.919810 -0.053 0.153 -0.097 0.34
H 1.245158 0.169386 -1.008736 -0.115 -0.040 0.032 0.37
H 2.102047 0.600039 2.155477 -0.333 0.224 0.210 0.43
H 0.570882 0.941481 1.818506 0.795 -0.170 0.439 0.50
O 1.360695 1.052793 2.585193 -0.015 -0.208 -0.141 -1.08
```
Forces are in eV/Å.

Computed properties:
Net charge: -1
Maximum force in eV/Å: 0.9
Electronic energy in Eh: -286.235747
Relative energy (zero: lowest compared OMol25 entry of this formula, charge and spin) in kJ/mol: 30.24
E_LUMO in hartree: 0.167
Multiplicity: 1

---

Density functional theory data (ωB97M-V/def2-TZVPD) for 2 unconnected molecules or ions with the total composition C2H8NO2 in a non-equilibrium geometry.

Structure (XYZ):
```
13
Properties=species:S:1:pos:R:3:forces:R:3:nbo_charge:R:1
C -0.159303 1.111135 -0.275428 -0.045 -1.244 -1.047 -0.05
O -0.105397 -0.065428 -0.985468 -0.137 -0.307 0.083 -0.98
C -1.151601 0.986074 0.876174 0.083 0.347 0.938 -0.24
N -0.909336 -0.233868 1.675875 -0.759 -0.690 -0.590 -0.86
H -0.607013 1.910348 -0.902277 0.416 0.459 0.041 0.10
H 0.877307 1.371407 0.017065 -0.254 0.553 0.504 0.11
H -2.150548 0.968370 0.425212 -0.030 0.008 -0.069 0.14
H -1.104201 1.859857 1.551890 -0.008 -0.090 -0.190 0.15
H -0.727834 -0.924253 0.936455 0.771 0.219 -0.152 0.38
H -1.825938 -0.603721 1.941013 0.113 0.449 0.517 0.32
H 1.230666 -1.059503 -1.138104 -0.338 0.571 -0.560 0.52
H 2.289485 -1.729259 -0.358678 0.352 -0.213 -0.018 0.44
O 2.078268 -1.583164 -1.285729 -0.165 -0.062 0.543 -1.02
```
Forces are in eV/Å.

Computed properties:
Net charge: -1
Maximum force in eV/Å: 1.6
Electronic energy in Eh: -286.236710
Relative energy (zero: lowest compared OMol25 entry of this formula, charge and spin) in kJ/mol: 27.71
E_LUMO in hartree: 0.168
Multiplicity: 1

---

Density functional theory data (ωB97M-V/def2-TZVPD) for a gas-phase ion, C2H8NO2 (charge +1) in a non-equilibrium geometry.

Structure (XYZ):
```
13
Properties=species:S:1:pos:R:3:forces:R:3:nbo_charge:R:1
C -0.704680 -0.856429 -0.126098 0.283 -0.230 -0.272 -0.13
C 0.552686 -0.105966 0.331847 0.192 0.008 4.417 0.26
N 0.412150 1.301355 -0.162981 -0.044 0.064 -0.338 -0.71
O -1.770922 0.065416 -0.049493 -0.185 -0.029 0.138 -0.75
O 1.734196 -0.575105 -0.179303 0.102 0.028 -0.349 -0.70
H -0.542018 -1.187728 -1.163150 0.033 0.038 0.167 0.20
H -0.878492 -1.735845 0.499706 0.148 0.101 0.006 0.22
H 0.627071 -0.004849 1.645921 -0.514 -0.300 -3.930 0.19
H 0.906109 1.988700 0.413667 -0.108 -0.195 -0.099 0.45
H -0.618218 1.473055 -0.179714 0.409 0.189 -0.050 0.48
H 0.795995 1.341401 -1.119969 -0.181 0.086 0.240 0.45
H -2.609193 -0.379169 -0.221482 -0.006 0.136 0.021 0.52
H 2.095317 -1.324833 0.311048 -0.129 0.105 0.049 0.52
```
Forces are in eV/Å.

Computed properties:
Structure (SMILES): [NH3+][C@H](O)CO
Net charge: +1
Maximum force in eV/Å: 4.4
Electronic energy in Eh: -285.959854
Relative energy (zero: lowest compared OMol25 entry of this formula, charge and spin) in kJ/mol: 153.86
E_LUMO in hartree: -0.126
Multiplicity: 1

---

Density functional theory data (ωB97M-V/def2-TZVPD) for 2 unconnected molecules or ions with the total composition C2H8NO2 in a non-equilibrium geometry.

Structure (XYZ):
```
13
Properties=species:S:1:pos:R:3:forces:R:3:nbo_charge:R:1
C 1.311148 -1.693061 -1.437856 0.543 0.657 -0.558 -0.04
C -0.664582 1.242726 0.583007 -0.368 0.363 -3.142 0.28
N -1.251157 0.677300 1.831233 0.246 -1.386 0.246 -0.77
O 2.336590 -0.974769 -1.847691 1.819 1.029 -1.012 -0.66
O 0.439433 0.653629 -0.071888 -1.114 1.488 1.967 -0.69
H 0.426074 -1.322336 -1.739750 -3.227 0.551 -0.844 0.12
H 1.425620 -2.482547 -0.800589 0.675 -1.722 1.481 0.16
H -1.597937 1.328957 -0.054998 1.511 0.528 0.187 0.15
H -0.480092 0.355876 2.455132 -0.789 0.141 -0.079 0.46
H -1.806873 -0.182449 1.478792 0.717 1.383 1.352 0.46
H -1.894497 1.390050 2.342150 1.337 -1.473 -1.174 0.49
H 2.121098 -0.478432 -2.668903 0.181 -0.531 0.840 0.49
H 1.168072 1.306439 -0.340786 -1.532 -1.028 0.736 0.55
```
Forces are in eV/Å.

Computed properties:
Net charge: +1
Maximum force in eV/Å: 3.4
Electronic energy in Eh: -285.778291
Relative energy (zero: lowest compared OMol25 entry of this formula, charge and spin) in kJ/mol: 630.55
E_LUMO (spin up / spin down) in hartree: -0.152 / -0.205
Multiplicity: 1

---

What is the multiplicity in the second record?
1